The following is a DFT calculation (ωB97M-V/def2-TZVPD) of a molecular structure, C28H48Br14N2 in a non-equilibrium geometry.

```
! RIJCOSX wB97M-V def2-TZVPD def2/J DEFGRID3
* xyz 0 1
C -3.251 -5.602 3.347
C -2.276 -4.596 3.123
C -1.022 -3.540 3.177
C -0.843 -2.762 1.725
C 0.556 -3.397 1.065
C -2.032 -3.078 0.641
N -3.167 -3.172 -0.016
C -0.539 -1.172 1.984
C -0.080 -0.364 0.594
N 0.393 0.275 -0.457
C -1.711 -0.361 2.796
C -3.106 -0.136 1.963
C -4.225 -1.156 2.672
C -5.632 -1.261 1.837
C -6.126 -2.804 1.540
C -7.357 -3.306 2.543
H -4.098 -6.410 3.341
H -1.191 -2.820 4.084
H -0.013 -4.130 3.415
H 0.332 -4.555 0.885
H 1.475 -3.327 1.786
H 0.766 -2.959 -0.020
H 0.431 -1.131 2.678
H -1.999 -0.811 3.837
H -1.275 0.726 3.021
H -3.526 0.962 2.015
H -2.970 -0.437 0.840
H -4.465 -0.684 3.726
H -3.717 -2.209 2.887
H -5.515 -0.711 0.809
H -6.474 -0.707 2.433
H -5.248 -3.605 1.621
H -6.555 -2.930 0.436
H -7.817 -2.412 3.152
H -6.882 -4.119 3.251
H -8.211 -3.822 1.896
Br -0.821 3.941 -4.476
C 0.843 3.719 -3.483
C 0.576 3.433 -2.024
Br 0.068 5.056 -1.068
H 1.436 4.624 -3.647
H 1.346 2.871 -3.957
H 1.485 3.084 -1.527
H -0.223 2.704 -1.864
Br 0.838 -2.296 -2.689
C 1.538 -3.836 -3.659
C 1.929 -4.947 -2.713
Br 3.627 -4.562 -1.835
H 2.368 -3.477 -4.273
H 0.720 -4.156 -4.312
H 2.097 -5.879 -3.260
H 1.194 -5.123 -1.922
Br 3.957 5.955 -3.076
C 4.328 6.866 -4.761
C 3.944 6.007 -5.943
Br 5.264 4.606 -6.256
H 5.387 7.140 -4.749
H 3.722 7.776 -4.731
H 3.934 6.599 -6.862
H 2.976 5.513 -5.824
Br 7.579 8.049 -6.755
C 9.243 7.828 -5.763
C 8.976 7.542 -4.304
Br 8.468 9.164 -3.348
H 9.836 8.733 -5.927
H 9.746 6.980 -6.236
H 9.885 7.192 -3.806
H 8.177 6.813 -4.143
Br -4.160 2.788 0.395
C -3.579 2.258 -1.389
C -4.730 1.709 -2.199
Br -5.169 -0.113 -1.657
H -2.760 1.544 -1.260
H -3.189 3.172 -1.844
H -4.457 1.633 -3.256
H -5.646 2.299 -2.107
Br 1.231 0.972 4.910
C 2.268 2.516 4.324
C 1.445 3.424 3.440
Br 1.271 2.690 1.641
H 3.166 2.129 3.833
H 2.556 3.031 5.244
H 1.943 4.388 3.307
H 0.432 3.593 3.815
Br -1.788 -7.543 3.928
C -0.252 -7.620 5.128
C 0.999 -8.032 4.388
Br 1.011 -9.950 4.035
H -0.518 -8.298 5.944
H -0.150 -6.606 5.523
H 1.887 -7.850 5.000
H 1.119 -7.529 3.424
*
```

Calculated values
- maximum force (eV/A) = 12.55
- total energy (eV) = -1013377.477
- LUMO level (eV) = 0.11
- HOMO energy (eV) = -8.2987
- frontier orbital gap (hartree) = 0.3090